(P)
Entry from the Open Molecules 2025 dataset: a 2-piece molecular cluster, C2H4BrClO2S overall (ωB97M-V/def2-TZVPD).

```
11
Properties=species:S:1:pos:R:3
O -0.49 1.70 1.03
H -0.14 0.87 0.69
O -0.50 4.13 0.94
H 1.23 -2.15 0.20
Br -0.05 -0.16 -1.66
H 0.17 -3.63 0.38
C 0.21 -2.55 -0.04
C -0.60 -1.88 -0.76
S -0.19 3.02 0.13
H -1.51 -2.21 -1.23
Cl 1.86 2.85 0.32
```

Calculated values
**HOMO energy**: -10.44 eV

Quick look at the Löwdin charges, all values in e: number 1, O, carries -0.396; number 2, H, carries -0.041; number 3, O, carries -0.461; number 4, H, carries 0.075; number 5, Br, carries 0.615; number 6, H, carries 0.101; number 7, C, carries -0.120; number 8, C, carries -0.539; number 9, S, carries 0.503; number 10, H, carries 0.037; number 11, Cl, carries 0.226

---

(Q)
Entry from the Open Molecules 2025 dataset: a 2-piece molecular cluster, C2H4BrClO2S overall (ωB97M-V/def2-TZVPD).

```
11
Properties=species:S:1:pos:R:3
Br -2.36 1.88 -0.01
S 0.44 -0.75 -0.25
H 1.38 1.11 -1.37
H -1.10 -0.36 1.67
C 1.16 0.89 -0.33
C -1.16 -0.63 0.62
H 0.44 1.60 0.06
Cl -2.24 -1.79 0.19
O 1.17 -1.56 0.70
O 0.21 -1.28 -1.56
H 2.06 0.89 0.28
```

Calculated values
**HOMO energy (alpha / beta)**: -9.98 / -9.98 eV

Quick look at the Löwdin charges, all values in e: number 1, Br, carries -0.018; number 2, S, carries 0.535; number 3, H, carries 0.074; number 4, H, carries 0.046; number 5, C, carries -0.128; number 6, C, carries -0.742; number 7, H, carries -0.006; number 8, Cl, carries 0.787; number 9, O, carries -0.307; number 10, O, carries -0.311; number 11, H, carries 0.069

---

The most stable of them is (P).

---

(P)
Entry from the Open Molecules 2025 dataset: a 2-piece molecular cluster, CH2F3P overall (ωB97M-V/def2-TZVPD).

```
7
Properties=species:S:1:pos:R:3
H 0.74 0.41 0.73
C 0.40 1.41 0.65
F -1.84 -1.92 -0.60
F 1.26 2.34 0.18
H -0.60 1.65 0.62
F 0.48 -2.36 -0.28
P -0.45 -1.53 -1.31
```

Calculated values
**HOMO energy (alpha / beta)**: -8.70 / -8.61 eV

Quick look at the Löwdin charges, all values in e: number 1, H, carries 0.006; number 2, C, carries -0.023; number 3, F, carries -0.385; number 4, F, carries -0.052; number 5, H, carries 0.022; number 6, F, carries -0.396; number 7, P, carries 0.827

---

(Q)
Entry from the Open Molecules 2025 dataset: a 2-piece molecular cluster, CH2F3P overall (ωB97M-V/def2-TZVPD).

```
7
Properties=species:S:1:pos:R:3
F -2.81 -1.57 -0.17
H -0.50 -0.76 0.18
P -1.85 1.10 -0.73
F 0.40 -0.12 -1.66
H 0.38 0.66 0.11
F -1.91 1.47 0.82
C -0.25 0.13 -0.46
```

Calculated values
**HOMO energy (alpha / beta)**: -10.37 / -10.34 eV

Quick look at the Löwdin charges, all values in e: number 1, F, carries -0.580; number 2, H, carries 0.110; number 3, P, carries 1.218; number 4, F, carries -0.088; number 5, H, carries 0.040; number 6, F, carries -0.310; number 7, C, carries -0.389

---

The most stable of them is (P).

---

(P)
Entry from the Open Molecules 2025 dataset: one molecule with the formula C2HNOS2 (ωB97M-V/def2-TZVPD).

```
7
Properties=species:S:1:pos:R:3
O 2.11 -0.44 0.51
C 1.05 -0.17 0.13
C -0.28 0.16 0.29
N 0.35 0.24 -0.99
S -1.52 -0.91 0.96
H -0.13 -0.01 -1.89
S -1.58 1.14 0.99
```

Calculated values
**HOMO energy**: -8.84 eV

Quick look at the Löwdin charges, all values in e: number 1, O, carries 0.191; number 2, C, carries -0.527; number 3, C, carries -1.099; number 4, N, carries 0.165; number 5, S, carries 0.548; number 6, H, carries 0.165; number 7, S, carries 0.557

---

(Q)
Entry from the Open Molecules 2025 dataset: one molecule with the formula C2HNOS2 (ωB97M-V/def2-TZVPD).

```
7
Properties=species:S:1:pos:R:3
O -0.60 -1.36 0.08
N -2.26 0.24 -0.25
C 0.69 0.76 0.02
C -1.59 -0.71 -0.13
S 1.68 -0.52 -0.14
H 2.67 -0.01 0.41
S -0.59 1.62 0.00
```

Calculated values
**HOMO energy**: -9.42 eV

Quick look at the Löwdin charges, all values in e: number 1, O, carries -0.100; number 2, N, carries -0.054; number 3, C, carries -0.978; number 4, C, carries -0.618; number 5, S, carries 0.928; number 6, H, carries -0.170; number 7, S, carries 0.991

---

The most stable of them is (P).

---

(P)
Entry from the Open Molecules 2025 dataset: a 3-piece molecular cluster, C3H12NO2 overall (ωB97M-V/def2-TZVPD).

```
18
Properties=species:S:1:pos:R:3
H 1.79 -1.02 0.07
H 0.20 0.45 0.83
H 0.03 -0.37 -2.23
H -1.93 -0.49 1.68
C 0.82 -1.02 -0.46
C 1.05 -0.44 -1.83
H 1.70 -1.08 -2.39
H -3.27 1.56 0.28
C -1.40 -0.85 0.80
H 1.48 0.57 -1.87
H -3.92 0.46 -0.58
O 2.39 1.61 1.71
H 0.74 -2.11 -0.52
H 3.05 2.22 1.35
H 2.47 1.74 2.66
N -0.18 -0.40 0.44
H -1.84 -1.48 0.04
O -3.19 0.64 0.01
```

Calculated values
**HOMO energy (alpha / beta)**: -4.79 / -9.19 eV
**2S+1**: 2
**⟨S²⟩**: 0.753

Quick look at the Löwdin charges, all values in e: number 1, H, carries 0.099; number 2, H, carries 0.093; number 3, H, carries 0.074; number 4, H, carries 0.045; number 5, C, carries -0.283; number 6, C, carries -0.106; number 7, H, carries 0.062; number 8, H, carries 0.048; number 9, C, carries -0.126; number 10, H, carries 0.068; number 11, H, carries 0.045; number 12, O, carries -0.054; number 13, H, carries 0.106; number 14, H, carries 0.037; number 15, H, carries 0.038; number 16, N, carries -0.108; number 17, H, carries 0.044; number 18, O, carries -0.083

---

(Q)
Entry from the Open Molecules 2025 dataset: a 2-piece molecular cluster, C3H12NO2 overall (ωB97M-V/def2-TZVPD).

```
18
Properties=species:S:1:pos:R:3
H -1.37 0.27 -1.60
C 0.03 0.16 1.49
H -0.54 -2.45 -3.23
H -0.06 -0.62 2.26
H 0.97 -0.83 -0.19
O -1.08 1.10 1.54
H 2.03 0.67 0.95
H 1.84 0.54 2.64
C 1.31 0.89 1.76
H -1.58 0.91 2.33
O -0.55 -1.51 -3.09
H -0.75 -1.44 0.21
H -0.41 -1.14 -3.99
N -0.56 0.43 -0.97
H 1.28 1.97 1.67
H -0.79 1.21 -0.34
C -0.04 -0.62 0.16
H 0.28 0.43 -1.59
```

Calculated values
**HOMO energy (alpha / beta)**: -3.01 / -11.17 eV
**2S+1**: 2
**⟨S²⟩**: 0.751

Quick look at the Löwdin charges, all values in e: number 1, H, carries 0.057; number 2, C, carries -0.445; number 3, H, carries 0.010; number 4, H, carries 0.132; number 5, H, carries 0.074; number 6, O, carries -0.090; number 7, H, carries 0.068; number 8, H, carries 0.074; number 9, C, carries -0.083; number 10, H, carries 0.081; number 11, O, carries -0.136; number 12, H, carries 0.094; number 13, H, carries 0.038; number 14, N, carries 0.078; number 15, H, carries 0.080; number 16, H, carries 0.073; number 17, C, carries -0.139; number 18, H, carries 0.034

---

The most stable of them is (P).

---

(P)
Entry from the Open Molecules 2025 dataset: a 2-piece molecular cluster, C11H16S overall (ωB97M-V/def2-TZVPD).

```
28
Properties=species:S:1:pos:R:3
C 1.48 1.45 -0.16
H -2.22 -0.42 1.26
H -0.43 -2.85 -1.83
H -0.70 -0.98 -3.46
C 0.93 -0.83 1.78
C -2.03 0.50 -0.69
H -2.48 1.45 -0.36
H 0.78 2.64 1.51
H 1.92 -0.05 -1.69
C -1.31 -1.75 -0.19
H -1.72 1.17 -2.72
C 1.10 0.62 2.22
H 0.49 0.79 3.13
H 2.55 1.65 0.04
H 1.24 -1.53 2.59
C 1.34 0.05 -0.76
C -1.61 0.35 -2.01
H -0.13 -1.04 1.54
H 1.13 2.19 -0.90
H 2.16 0.80 2.49
C -0.89 -1.90 -1.51
C 0.67 1.61 1.13
C -1.88 -0.54 0.22
H -0.40 1.45 0.90
H -1.19 -2.57 0.53
C -1.03 -0.86 -2.42
H 0.28 -0.16 -1.00
S 1.96 -1.24 0.35
```

Calculated values
**HOMO energy**: -8.15 eV

Quick look at the Löwdin charges, all values in e: number 1, C, carries -0.250; number 2, H, carries 0.122; number 3, H, carries 0.118; number 4, H, carries 0.116; number 5, C, carries -0.495; number 6, C, carries -0.107; number 7, H, carries 0.115; number 8, H, carries 0.114; number 9, H, carries 0.088; number 10, C, carries -0.129; number 11, H, carries 0.113; number 12, C, carries -0.258; number 13, H, carries 0.112; number 14, H, carries 0.111; number 15, H, carries 0.080; number 16, C, carries -0.496; number 17, C, carries -0.101; number 18, H, carries 0.026; number 19, H, carries 0.113; number 20, H, carries 0.111; number 21, C, carries -0.109; number 22, C, carries -0.223; number 23, C, carries -0.118; number 24, H, carries 0.083; number 25, H, carries 0.120; number 26, C, carries -0.115; number 27, H, carries 0.002; number 28, S, carries 0.857

---

(Q)
Entry from the Open Molecules 2025 dataset: one molecule with the formula C11H16S (ωB97M-V/def2-TZVPD).

```
28
Properties=species:S:1:pos:R:3
C 0.93 -0.85 -1.30
S 4.50 0.85 -0.52
H -4.37 1.54 -1.37
H -4.18 -0.07 -0.94
C 3.21 -0.20 0.00
H 5.32 0.55 0.47
H -4.11 1.23 0.93
H -0.01 1.16 2.09
C 3.25 -1.24 1.04
H -2.56 2.08 0.35
C 1.82 0.13 -0.78
H 0.84 -0.89 -2.43
H -2.36 0.20 2.00
C -3.68 0.85 -1.02
C 1.34 0.81 0.47
H -2.86 0.90 -1.82
C -0.80 -0.12 0.49
H 3.81 -0.91 2.00
C -0.47 -0.69 -0.66
H -1.26 -1.14 -1.31
C -3.09 1.11 0.32
H 3.83 -2.17 0.73
C -2.24 -0.04 0.89
C 0.27 0.58 1.22
H -2.69 -0.96 0.40
H 2.21 -1.61 1.23
H 1.21 -1.89 -0.95
H 2.14 0.81 -1.53
```

Calculated values
**HOMO energy (alpha / beta)**: -7.84 / -6.86 eV

Quick look at the Löwdin charges, all values in e: number 1, C, carries -0.158; number 2, S, carries 0.813; number 3, H, carries 0.044; number 4, H, carries 0.058; number 5, C, carries -0.604; number 6, H, carries -0.145; number 7, H, carries 0.141; number 8, H, carries 0.102; number 9, C, carries -0.148; number 10, H, carries 0.111; number 11, C, carries -0.376; number 12, H, carries 0.133; number 13, H, carries 0.127; number 14, C, carries -0.149; number 15, C, carries 0.044; number 16, H, carries 0.099; number 17, C, carries -0.274; number 18, H, carries 0.104; number 19, C, carries -0.054; number 20, H, carries 0.120; number 21, C, carries -0.286; number 22, H, carries 0.092; number 23, C, carries -0.172; number 24, C, carries -0.065; number 25, H, carries 0.125; number 26, H, carries 0.087; number 27, H, carries 0.135; number 28, H, carries 0.098

---

The most stable of them is (P).